C3H7N3O | ωB97M-V/def2-TZVPD

Computed properties:
orbital gap = 0.27312 hartree
spin multiplicity = 1
E_HOMO = -8.07 eV
DFT total energy = -9736.868 eV

Cartesian coordinates (Å):
C -0.5642 1.6066 0.3705
C -0.9049 0.3698 -0.4639
O -2.0943 -0.0151 -0.5247
H -0.3272 0.4624 -1.4449
H 0.5091 1.8107 0.4052
H -1.0426 2.4675 -0.0934
H -0.9361 1.4793 1.3864
C -0.3375 -2.0871 0.3081
N 1.6827 -0.5992 -0.7963
N 0.1895 -0.9747 0.0303
N 2.5247 0.1101 -0.3789
H 2.4276 0.5752 0.5423
H 0.2730 -2.9618 0.5161
H -1.3999 -2.2438 0.1434

Here are the natural (NBO) charges for atoms 1 to 5, given in e: -0.67, 0.37, -0.74, 0.08, 0.17

---

C3H7N3O | ωB97M-V/def2-TZVPD

Computed properties:
orbital gap = 0.32736 hartree
spin multiplicity = 1
SMILES = N=C=C(O)C(N)N
E_HOMO = -8.21 eV
DFT total energy = -9739.722 eV

Cartesian coordinates (Å):
N 0.5064 -2.8680 0.4890
C 0.0403 -1.7775 0.1397
C 0.0170 -0.6513 -0.5512
O -0.3563 -0.4715 -1.8596
C -0.0424 0.5438 0.3769
N -1.1177 1.4219 -0.0005
N 1.1640 1.2965 0.4666
H -0.1473 -3.5950 0.7685
H 0.0302 0.3753 -2.1481
H -0.2465 -0.1550 1.3451
H -2.0214 0.9777 0.1035
H -1.1060 2.2539 0.5781
H 1.9833 0.7219 0.6077
H 1.2964 1.9271 -0.3158

Here are the natural (NBO) charges for atoms 1 to 5, given in e: -0.60, 0.28, 0.09, -0.67, 0.10